No. 1
Below is the molecule C3H5N3, with properties calculated with the ωB97M-V functional and the def2-TZVPD basis.

The geometry in XYZ format:
```
11
Properties=species:S:1:pos:R:3:nbo_charge:R:1
N 0.04241 -1.05633 0.11152 -0.078
N -1.24707 -0.96465 -0.06443 -0.218
N 0.54092 0.20031 -0.00970 -0.191
C -0.32717 1.16479 -0.04014 -0.086
C -1.56132 0.46251 0.06093 -0.163
C 1.99243 -0.01872 -0.01700 -0.407
H 2.38510 1.08208 -0.33562 0.194
H 2.32112 -0.17282 0.99902 0.228
H -0.29369 2.20921 0.24900 0.246
H -2.57773 0.73413 -0.27481 0.222
H 2.18771 -0.75936 -0.92208 0.253
```

Summary:
Frontier orbital gap (eV): 10.23
ΔE to the lowest compared entry with this formula, charge and spin (kJ/mol): 291.7
Charge: 0
LUMO level (eV): 0.8348
E_HOMO (eV): -9.40
Structure (SMILES): Cn1ccnn1

No. 2
Below is a structure of composition C23H24Cl2N5O4RuSeSi, with properties calculated with the ωB97M-V functional and the def2-TZVPD basis.

The geometry in XYZ format:
```
61
Properties=species:S:1:pos:R:3:nbo_charge:R:1
Ru 0.17371 0.27226 0.37349 0.800
Se 1.95171 1.47839 1.42185 -0.443
Cl -3.25348 -3.44681 4.98876 0.014
Cl -5.02100 -0.81316 4.70203 0.012
Si 4.17824 1.20461 1.84939 1.491
O 0.39393 -1.41713 -3.37163 -0.575
O -3.30199 2.31573 1.15629 -0.615
O -0.99013 -0.48142 -1.88497 -0.702
O 0.62359 -3.55841 1.80611 -0.619
N -1.58363 0.74554 1.16817 -0.594
N -0.15284 -1.40676 1.39417 -0.595
N -0.29191 2.07162 -0.71763 -0.421
N 1.64908 -1.01760 -0.44879 -0.400
N -2.82072 0.16342 -3.58516 -0.859
C -2.07339 -0.19378 2.10156 0.100
C -1.89943 3.83744 -0.75882 -0.210
C -3.21883 -0.04291 2.86413 -0.240
C 3.67763 -2.82360 -0.99031 -0.156
C -3.58659 -1.04211 3.75732 -0.061
C -1.16437 4.48821 -1.73587 -0.152
C -2.22847 1.86818 0.78322 0.635
C 3.61975 -1.60537 -1.64700 -0.234
C -1.28837 -1.36410 2.22331 0.205
C 0.41939 2.70472 -1.64802 0.077
C 1.71562 -2.19360 0.20060 0.132
C 2.70967 -3.12159 -0.04682 -0.209
C -1.77644 -0.69996 -4.13153 -0.354
C 5.07198 0.24276 0.52232 -1.133
C -1.43367 2.62856 -0.27510 0.140
C 4.32200 0.34186 3.49694 -1.132
C 0.01293 3.91074 -2.19270 -0.252
C 4.75163 2.97628 1.90988 -1.126
C 2.59334 -0.73074 -1.34272 0.096
C 0.65320 -2.47451 1.24167 0.632
C -2.81791 -2.18865 3.87987 -0.071
C -1.67162 -2.35608 3.11214 -0.257
C -0.65986 -0.91184 -3.11207 0.784
H 2.51174 0.22955 -1.83194 0.203
H 0.61874 4.38937 -2.94873 0.229
H 4.95149 0.71347 -0.45432 0.232
H -3.74655 -0.22372 -3.69640 0.388
H 2.68980 -4.04666 0.51119 0.256
H -2.17346 -1.68991 -4.35946 0.235
H 4.69313 -0.77490 0.46749 0.240
H 1.34169 2.22697 -1.94984 0.208
H 5.35459 0.31592 3.85424 0.234
H 3.71233 0.85162 4.24359 0.249
H 6.14218 0.19461 0.74335 0.239
H 4.46987 -3.52777 -1.20737 0.225
H -3.82314 0.84416 2.76727 0.266
H 5.80044 3.03850 2.20745 0.239
H 4.15090 3.54394 2.62164 0.250
H -2.81811 4.23006 -0.34714 0.257
H -1.31928 -0.31637 -5.04355 0.224
H -1.08298 -3.25381 3.20784 0.268
H 3.95912 -0.68368 3.41019 0.246
H 4.63435 3.44299 0.93110 0.242
H -2.81375 1.08724 -3.99461 0.382
H -1.49748 5.43845 -2.13139 0.225
H 4.35305 -1.32997 -2.39087 0.228
H -1.86871 -0.04050 -2.00857 0.524
```

Summary:
Frontier orbital gap (alpha / beta) (eV): 6.69 / 6.81
ΔE to the lowest compared entry with this formula, charge and spin (kJ/mol): 119.9
Charge: 0
LUMO level (alpha / beta) (eV): -0.6778 / -0.6013
E_HOMO (alpha / beta) (eV): -7.37 / -7.41
⟨S²⟩: 0.7615
Multiplicity: 2

No. 3
Below is a cluster of 2 separate species, C5H6Cl2F2S in total, with properties calculated with the ωB97M-V functional and the def2-TZVPD basis.

The geometry in XYZ format:
```
16
Properties=species:S:1:pos:R:3:nbo_charge:R:1
Cl -4.07511 1.25714 -1.01486 -0.004
Cl 3.50355 -1.48477 -0.95035 -0.047
S 2.43889 2.45927 -0.26604 0.109
F -4.35197 -1.19675 -0.76040 -0.321
F -3.07020 -0.32745 0.71592 -0.330
C 0.21175 -0.52400 0.61208 -0.371
C -4.20211 -0.09909 0.01540 0.505
C 2.59123 -0.27578 -0.02345 -0.311
C 1.11838 -0.22318 -0.34411 -0.200
C 3.29889 1.10289 -0.16640 -0.262
H -0.92875 -0.34475 0.41656 0.233
H 0.62475 -0.97725 1.51030 0.192
H 2.67038 -0.63484 0.99969 0.234
H 4.36010 1.07744 -0.15318 0.204
H 0.79588 0.10452 -1.30215 0.214
H -4.98566 0.08660 0.71098 0.155
```

Summary:
Frontier orbital gap (eV): 8.45
ΔE to the lowest compared entry with this formula, charge and spin (kJ/mol): 0.0
Charge: 0
LUMO level (eV): -0.4785
E_HOMO (eV): -8.93
Structure (SMILES): C=C[C@@H](Cl)C=S.FC(F)Cl

No. 4
Below is a cluster of 2 separate species, C11H16BF8N2O4S in total, with properties calculated with the ωB97M-V functional and the def2-TZVPD basis.

The geometry in XYZ format:
```
43
Properties=species:S:1:pos:R:3:nbo_charge:R:1
S 0.20190 0.59116 4.39732 0.294
F 1.15632 3.59139 -0.46347 -0.322
F 0.09624 4.78676 -2.84710 -0.314
F -0.37204 4.69215 0.61317 -0.322
F 1.03573 1.10914 -4.41456 -0.312
F -1.14155 2.32418 -3.43118 -0.299
F -0.90568 0.24071 -2.79244 -0.332
F 1.63711 2.63996 -2.97093 -0.317
F 0.91720 6.12396 -1.31870 -0.315
O 1.35618 -1.61790 -0.03405 -0.311
O -1.02586 3.19363 -0.83535 -0.508
O -2.70257 -1.05200 -0.49332 -0.905
O -1.77200 -3.21702 -0.14517 -0.726
N 0.64360 -1.16950 1.02644 0.000
N 0.12269 -0.24456 2.88806 -0.441
C -1.05736 -0.66155 2.28852 -0.030
C 1.02703 1.44835 -3.10924 0.524
C -0.42780 1.51076 -2.63438 0.596
C -2.35498 -3.96888 0.93533 -0.253
C 1.13917 -0.56716 2.10126 0.233
C -0.06886 4.13956 -0.58055 0.848
C 1.78691 -2.98942 0.16556 -0.079
C -0.71288 -1.25927 1.10326 -0.200
C 2.97242 -3.10841 1.11825 -0.655
C -0.69070 1.86340 -1.16162 -0.132
C -0.08955 5.27519 -1.60831 0.503
B -1.79820 -1.87857 0.10272 1.219
H -1.58714 1.30132 -0.90222 0.233
H 3.44797 -2.14510 1.23450 0.217
H -1.04447 5.80271 -1.56362 0.156
H 0.11698 -0.49936 5.17191 0.139
H 0.10819 1.48612 -0.51813 0.183
H 1.58014 0.69011 -2.54485 0.132
H 0.93978 -3.54396 0.54230 0.192
H 2.63044 -3.41313 2.09899 0.213
H -2.66096 -4.92244 0.53971 0.224
H -3.50245 -0.90122 0.01316 0.522
H -2.02871 -0.52138 2.70543 0.256
H 2.16823 -0.35616 2.28849 0.265
H 2.05154 -3.35108 -0.81301 0.226
H -3.23446 -3.47608 1.34126 0.172
H 3.68504 -3.83431 0.76490 0.251
H -1.64260 -4.11212 1.74164 0.175
```

Summary:
Frontier orbital gap (eV): 10.31
Charge: +1
LUMO level (eV): -3.4776
E_HOMO (eV): -13.79

No. 5
Below is the molecule C5H10O, with properties calculated with the ωB97M-V functional and the def2-TZVPD basis.

The geometry in XYZ format:
```
16
Properties=species:S:1:pos:R:3:nbo_charge:R:1
O 0.23800 0.60950 -0.97940 -0.551
C -1.27309 -1.58928 0.17073 -0.781
C 0.85754 -0.64278 1.00555 -0.604
C -0.63248 -0.48420 0.90660 0.209
C 1.32505 0.34011 -0.09935 -0.041
C -0.43574 1.83144 -0.72417 -0.258
H 1.23768 -1.65806 0.80196 0.176
H 2.12498 -0.10934 -0.69742 0.194
H 1.70790 1.27618 0.32520 0.180
H 0.21575 2.68466 -0.95203 0.166
H 1.22776 -0.31289 1.98293 0.225
H -0.63845 -2.21168 -0.48110 0.187
H -1.60968 -2.21994 1.01496 0.267
H -0.79301 1.89062 0.31114 0.202
H -2.18403 -1.28135 -0.35349 0.235
H -1.30248 1.84231 -1.38920 0.194
```

Summary:
Frontier orbital gap (eV): 8.65
ΔE to the lowest compared entry with this formula, charge and spin (kJ/mol): 439.5
Charge: 0
LUMO level (eV): 0.6394
E_HOMO (eV): -8.01

No. 6
Below is a cluster of 4 separate species, C31H67BF4N11O6P3 in total, with properties calculated with the ωB97M-V functional and the def2-TZVPD basis.

The geometry in XYZ format:
```
123
Properties=species:S:1:pos:R:3:mulliken_charge:R:1
P 4.22024 -4.01177 -0.25493 0.857
P -5.28922 3.21898 6.33726 0.799
P 4.86881 -1.63371 -7.20500 0.728
F -0.30551 -0.14761 1.63281 -0.275
F -1.61714 -1.39320 -3.95695 -0.284
F -0.89122 0.77901 -3.33757 -0.272
F 0.60577 -0.88587 -3.78245 -0.163
O -4.54275 5.92105 -0.24729 -0.512
O -4.09729 2.25495 6.50716 -0.777
O -5.76840 5.15987 1.77069 -0.508
O 6.01243 -1.60593 -8.23916 -0.783
O 2.75215 -4.19325 0.18265 -0.818
O -6.61753 7.14763 0.40601 -0.517
N 4.07466 -2.27293 -0.19225 0.360
N -4.47267 4.47538 7.18701 0.092
N 5.97758 -1.56445 -5.88720 0.126
N 5.87729 -3.82787 -0.84025 0.280
N 4.80692 -4.64937 1.23371 0.114
N -6.66670 4.29001 6.05992 0.140
N -6.27982 2.26076 7.40989 0.153
N -6.01495 3.03047 -2.47413 -0.585
N 4.46983 -3.28310 -7.61821 0.125
N 3.51275 -1.61295 -6.07470 0.075
N -3.72469 3.62474 -0.34175 -0.309
C 2.68656 -2.70096 -5.59461 -0.606
C -5.76825 4.28510 -1.84173 -0.118
C 3.25619 -0.35750 -5.37132 -0.933
C 4.98903 -4.43014 -6.88772 -1.189
C -4.66271 4.59385 -0.79355 0.401
C -5.10177 0.63053 -2.64136 -0.540
C 4.45724 -1.48663 0.97230 -1.253
C 5.86138 -4.15850 2.09802 -0.810
C 6.63229 -0.26908 -5.70152 -1.001
C -2.98636 -0.21691 -1.24241 0.612
C -1.97182 -1.42343 -0.93727 -0.712
C -6.47337 5.38470 5.11208 -1.130
C -3.90934 2.35231 -0.98557 -0.015
C -6.05558 0.80828 7.30722 -1.064
C 2.76146 -1.76006 -0.61531 -1.622
C -1.61409 0.51842 1.68434 -0.361
C -0.57182 -1.09642 -1.65747 -0.113
C -0.68860 -0.63540 -3.17962 0.708
C 6.00534 -2.33598 -4.66077 -0.650
C -7.93880 4.36553 6.74694 -0.900
C -6.41399 2.54692 8.83112 -1.167
C -4.96253 5.35822 8.22629 -0.818
C -4.12656 -0.51268 -2.29947 -0.758
C 4.63038 -6.09299 1.39675 -0.997
C 6.60556 -5.05211 -1.16354 -1.196
C -2.88518 1.20512 -0.59485 0.609
C -5.03176 2.08659 -2.01730 0.300
C -1.71947 1.54245 0.44568 -0.667
C 4.62778 -3.60580 -9.04696 -1.062
C -3.36851 5.09660 6.45441 -1.014
C 6.71407 -2.64811 -0.90724 -1.094
B -5.66709 6.07088 0.65383 0.655
H -5.90760 0.42434 -3.42821 0.328
H -8.70001 4.86332 6.13524 0.349
H -4.14817 5.94140 8.67000 0.409
H -6.57334 4.61222 1.58100 0.268
H 7.34198 -4.90044 -1.95456 0.388
H 2.20294 -0.22480 -5.12645 0.274
H 5.52375 -1.53321 1.17810 0.347
H -5.70470 6.08161 7.86930 0.217
H -2.71868 5.69189 7.10321 0.375
H -7.07430 1.81970 9.31661 0.406
H 7.52994 -2.77122 -1.62883 0.435
H -1.82520 -1.64844 0.17329 0.270
H 2.01571 -1.85097 0.18836 0.450
H -2.43462 -2.38390 -1.39209 0.427
H 3.17390 -3.24623 -4.78132 0.195
H -7.40477 6.71954 -0.01920 0.292
H -0.70785 1.47482 -0.11570 0.246
H -5.76449 5.09084 4.33279 0.284
H -6.90125 3.49966 9.02324 0.300
H 5.71254 -3.12967 2.40676 0.168
H 7.18066 -2.43171 0.05755 0.234
H -6.46238 5.15899 -2.14042 0.306
H 0.05398 -2.06352 -1.64877 0.168
H 3.53904 0.49366 -5.99834 0.318
H -0.06632 -0.26484 -1.06175 0.012
H -5.37472 4.82549 9.07621 0.170
H 4.62000 -5.36814 -7.31743 0.429
H -8.36341 3.38304 6.95803 0.295
H 2.38709 -2.29725 -1.48866 0.323
H 4.63775 -4.46680 -5.85935 0.300
H -2.46515 -0.23894 1.75187 0.331
H 4.76771 -6.41666 2.43300 0.380
H 7.50303 -0.33131 -5.04131 0.337
H -1.76189 2.59547 0.88423 0.299
H 6.02110 -3.40676 -4.83321 0.077
H 6.17450 -1.76742 -1.25881 0.319
H -6.08685 6.27843 5.61020 0.257
H 3.82478 -0.30197 -4.43843 0.266
H 5.33176 -6.65702 0.77265 0.288
H 2.40504 -3.39770 -6.38547 0.283
H 5.17986 -2.10034 -3.97873 0.129
H -4.25507 -1.51251 -2.83784 0.289
H 5.68058 -3.79653 -9.30110 0.337
H 2.82010 -0.70184 -0.88804 0.553
H 5.94446 0.47274 -5.28173 0.324
H -1.57849 1.14815 2.65319 0.216
H -7.86042 4.93843 7.67489 0.294
H 6.93099 -2.16091 -4.10092 0.399
H -5.15719 0.50096 7.86192 0.330
H 7.13149 -5.44470 -0.28873 0.292
H -3.73352 5.74919 5.65419 0.320
H -5.93660 0.49511 6.26881 0.338
H 7.00453 0.12013 -6.65297 0.291
H 4.05952 -4.50197 -9.31352 0.317
H -6.90116 0.24912 7.71873 0.320
H 5.88260 -4.70239 3.04870 0.414
H 4.27633 -0.41961 0.80130 0.378
H 3.61718 -6.39617 1.11963 0.262
H 1.73131 -2.33967 -5.20040 0.201
H 3.89826 -1.78412 1.86912 0.333
H 5.91560 -5.82102 -1.52409 0.377
H 6.08664 -4.46173 -6.90080 0.335
H -5.44543 2.52069 9.34760 0.327
H 6.86238 -4.25494 1.66192 0.213
H 4.26734 -2.79481 -9.68159 0.351
H -2.72538 4.33791 6.00051 0.276
H -7.39761 5.66163 4.60203 0.425
```

Summary:
Frontier orbital gap (eV): 6.50
Charge: 0
LUMO level (eV): -1.2892
E_HOMO (eV): -7.79
Structure (SMILES): OB(O)Oc1cnc2ccc(CCC(F)(F)F)c(CCF)c2n1.CN(C)P(=O)(N(C)C)N(C)C.CN(C)P(=O)(N(C)C)N(C)C.CN(C)P(=O)(N(C)C)N(C)C

Number 1: calculated total energy -281.47896 a.u.. Number 2: calculated total energy -5171.95744 a.u.. Number 3: calculated total energy -1712.35454 a.u.. Number 4: calculated total energy -2060.94113 a.u.. Number 5: calculated total energy -271.58522 a.u.. Number 6: calculated total energy -3723.08068 a.u..